DFT (the ωB97M-V functional and the def2-TZVPD basis) results for a molecular structure, C10H10CoF6N3O5S3.

Output
- energy above the lowest of the compared OMol25 structures with the same formula, charge and spin (kcal/mol) = 8.07
- highest occupied orbital energy (spin up / spin down) (eV) = -4.5 / -5.0
- electronic energy (eV) = -111679.8466
- ⟨S²⟩ = 3.759

```
! wB97M-V def2-TZVPD RIJCOSX def2/J DEFGRID3
* xyz -1 4
Co -0.368 0.952 -0.337
S 0.527 2.984 0.483
S 3.060 -2.503 0.419
S 1.084 -1.782 -1.178
F 2.001 -0.866 -3.526
F 1.562 -1.953 2.644
F 3.187 -3.314 2.997
F 1.436 -3.987 1.957
F 3.536 -1.473 -2.191
F 2.562 0.419 -1.886
O 3.256 -1.087 0.445
O 0.059 0.391 -2.400
O 0.144 -2.322 -2.119
O 0.538 -0.947 -0.135
O 4.209 -3.354 0.393
N 1.953 -2.964 -0.610
N -1.290 -0.680 -3.837
N -0.921 1.215 1.648
C -2.277 1.341 -1.183
C -0.368 2.433 1.840
C -1.385 2.596 3.992
C -0.569 3.147 3.027
C -1.030 0.324 -2.978
C -2.075 1.367 -2.707
C 2.358 -0.834 -2.232
C 2.264 -2.944 2.096
C -1.993 1.361 3.756
C -1.714 0.701 2.576
H -2.652 0.918 4.487
H -0.685 -1.488 -3.728
H -0.087 4.102 3.158
H -2.995 1.171 -3.272
H -2.136 -0.271 2.352
H -1.684 2.346 -2.999
H -2.926 0.495 -0.919
H -2.247 -0.854 -4.103
H -1.556 3.105 4.930
H -2.778 2.257 -0.859
*
```